# 1
{
  "formula": "CHNO2S",
  "method": "ωB97M-V/def2-TZVPD",
  "species": ["C", "N", "O", "O", "S", "H"],
  "xyz": [[-1.54589, -0.23948, -0.18127], [-0.63200, 0.06443, -0.86516], [-2.49525, -0.55763, 0.43618], [0.60844, 0.90311, 0.29060], [1.95695, 0.56803, -0.09934], [2.10776, -0.73845, 0.41899]],
  "forces_ev_per_a": [[-3.2, -0.9, 2.2], [2.5, 0.7, -2.7], [0.3, 0.1, 0.0], [-3.6, 1.2, 1.5], [3.9, -1.9, -0.8], [0.1, 0.9, -0.3]],
  "nbo_charge": [0.722, -0.420, -0.469, -0.648, 0.783, 0.032],
  "lumo_ev": [-2.13, -2.00]
}

# 2
{
  "formula": "C4H8N2O",
  "method": "ωB97M-V/def2-TZVPD",
  "species": ["C", "C", "N", "O", "H", "H", "H", "H", "H", "C", "N", "C", "H", "H", "H"],
  "xyz": [[0.93790, 1.31953, 0.77832], [-0.38117, 1.09566, 0.72065], [-1.09115, 0.20013, 1.51259], [-1.22894, 1.68201, -0.16854], [1.42618, 1.98045, 0.06976], [1.55876, 0.80389, 1.50172], [-2.04201, 0.50397, 1.67966], [-0.61176, -0.04123, 2.36884], [-0.71727, 2.30191, -0.70199], [0.78760, -1.06639, -1.69892], [1.46852, -1.83881, -0.98856], [-0.04439, -2.03888, -1.02621], [0.93366, -0.21820, -2.35838], [-0.60121, -1.75934, -0.13202], [-0.39470, -2.92471, -1.55692]],
  "forces_ev_per_a": [[-0.1, 0.0, 0.0], [0.3, 0.0, 0.2], [0.0, 0.2, 0.1], [0.1, 0.1, -0.1], [-0.1, -0.1, 0.1], [-0.1, 0.1, -0.1], [0.1, -0.1, 0.0], [-0.1, 0.0, -0.1], [-0.1, 0.0, 0.0], [0.3, -0.2, 0.2], [-0.1, 0.3, -0.3], [-0.3, -0.2, 0.1], [0.0, -0.1, 0.1], [0.1, -0.1, -0.2], [0.0, 0.2, 0.1]],
  "nbo_charge": [-0.643, 0.485, -0.829, -0.684, 0.201, 0.216, 0.386, 0.386, 0.486, 0.056, -0.309, -0.331, 0.203, 0.199, 0.176],
  "smiles": "C=C(N)O.C1=NC1",
  "lumo_ev": 0.71
}

Result set for strongest force on any atom: 4.4 0.5 eV/A, one per record in the order listed.
Result set for energy relative to the best compared isomer or geometry (same formula, charge and spin): 2.867 3.788 eV, one per record in the order listed.
Result set for DFT total energy: -641.9853 -341.8644 Ha, one per record in the order listed.